# 1
Here is an isolated molecule of C4H9NO2 in a non-equilibrium geometry from the OMol25 dataset. Energies are from ωB97M-V with the def2-TZVPD basis set.

Last column: Mulliken charge in e.
Geometry (Å):
1 C -1.20 1.18 -0.22  -1.277
2 C -0.41 0.20 0.66  0.325
3 C -0.68 -1.28 0.17  -0.584
4 O -0.01 -2.25 0.90  -0.512
5 N 1.01 0.39 0.70  -0.270
6 C 1.71 0.54 -0.52  -0.166
7 O 2.47 -0.54 -0.37  -0.487
8 H -0.99 2.22 0.05  0.354
9 H -2.27 1.00 -0.08  0.394
10 H -0.98 1.06 -1.29  0.333
11 H -0.76 0.26 1.70  0.296
12 H -1.75 -1.45 0.28  0.380
13 H -0.42 -1.29 -0.91  0.277
14 H 0.94 -2.07 0.81  0.356
15 H 2.22 1.50 -0.42  0.319
16 H 1.14 0.53 -1.46  0.261

Computed properties:
HOMO energy (alpha / beta) = -0.3646 / -0.3651 Ha
strongest force on any atom = 2.03 eV/Å
energy above the lowest of the compared OMol25 structures with the same formula, charge and spin = 5.777 eV
HOMO-LUMO gap (alpha / beta) = 7.78 / 7.79 eV

***

# 2
Here is a structure of composition C5H10O2 from the OMol25 dataset. Energies are from ωB97M-V with the def2-TZVPD basis set.

Last column: Mulliken charge in e.
Geometry (Å):
1 C 1.56 0.76 0.80  -0.692
2 O 1.12 0.86 -0.55  -0.463
3 C 0.30 -0.16 -1.04  -0.042
4 C 0.53 -1.56 -0.46  -0.508
5 O -0.55 -1.36 0.49  -0.481
6 C -1.08 -0.30 -0.36  0.303
7 C -1.69 0.89 0.35  -1.367
8 H 1.06 -0.03 1.37  0.337
9 H 2.64 0.58 0.82  0.250
10 H 1.36 1.71 1.30  0.270
11 H 0.30 -0.06 -2.13  0.399
12 H 1.50 -1.76 0.01  0.292
13 H 0.28 -2.36 -1.17  0.290
14 H -1.81 -0.77 -1.03  0.459
15 H -2.57 1.24 -0.19  0.359
16 H -1.99 0.62 1.37  0.291
17 H -0.98 1.71 0.41  0.303

Computed properties:
HOMO energy = -0.3523 Ha
strongest force on any atom = 0.31 eV/Å
energy above the lowest of the compared OMol25 structures with the same formula, charge and spin = 2.749 eV
HOMO-LUMO gap = 10.62 eV

***

# 3
Here is a cluster of 2 separate species, C2H7NS2 in total in a non-equilibrium geometry from the OMol25 dataset. Energies are from ωB97M-V with the def2-TZVPD basis set.

Last column: Mulliken charge in e.
Geometry (Å):
1 C -2.02 -1.00 0.39  -0.702
2 C 0.13 -0.23 -0.30  -0.460
3 N -1.11 0.07 -0.01  -0.003
4 S 3.75 1.64 -0.21  -0.277
5 S -1.66 1.60 -0.01  -0.101
6 H -1.56 -2.02 0.23  0.238
7 H -2.19 -0.80 1.43  0.333
8 H -3.01 -0.62 -0.08  0.230
9 H 0.74 0.59 -0.72  0.279
10 H 0.39 -1.25 -0.19  0.184
11 H 4.04 0.40 -0.73  0.147
12 H 2.50 1.62 0.20  0.132

Computed properties:
HOMO energy (alpha / beta) = -0.2306 / -0.3438 Ha
spin multiplicity = 3
expectation value of S² = 2.006
strongest force on any atom = 5.46 eV/Å
energy above the lowest of the compared OMol25 structures with the same formula, charge and spin = 1.033 eV
HOMO-LUMO gap (alpha / beta) = 7.13 / 7.37 eV

***

# 4
Here is a structure of composition C9H17N9O2PdSSe2 in a non-equilibrium geometry from the OMol25 dataset. Energies are from ωB97M-V with the def2-TZVPD basis set.

Last column: Mulliken charge in e.
Geometry (Å):
1 Pd 0.35 0.31 -0.53  0.230
2 O -2.79 -3.50 -0.78  -0.628
3 C -2.91 -2.22 -0.20  -1.043
4 C -2.14 -2.07 1.13  2.089
5 C -2.89 -2.90 2.20  -1.116
6 O -3.05 -4.25 1.84  -0.605
7 C -2.13 -0.62 1.62  -1.585
8 Se -1.96 0.80 0.26  -0.403
9 C -0.72 -2.62 1.03  -1.528
10 Se 0.27 -2.24 -0.66  -0.376
11 H -1.86 -3.56 -1.07  0.333
12 H -3.98 -2.05 -0.02  0.418
13 H -2.56 -1.45 -0.90  0.431
14 H -3.89 -2.45 2.37  0.397
15 H -2.35 -2.88 3.15  0.358
16 H -3.10 -4.26 0.86  0.499
17 H -1.30 -0.45 2.31  0.457
18 H -3.07 -0.41 2.15  0.413
19 H -0.73 -3.71 1.13  0.398
20 H -0.11 -2.21 1.84  0.520
21 N 3.90 0.77 -0.18  -0.101
22 C 3.44 0.52 -1.45  0.377
23 N 4.22 0.56 -2.53  -0.516
24 N 3.39 0.28 -3.54  -0.582
25 N 2.19 0.09 -3.11  -0.618
26 N 2.18 0.23 -1.78  0.729
27 C 3.12 0.91 0.94  0.277
28 N 3.60 1.29 2.12  -0.535
29 N 2.53 1.30 2.92  -0.683
30 N 1.48 0.96 2.28  -0.490
31 N 1.80 0.70 1.01  0.504
32 H 4.89 0.96 -0.09  0.213
33 C -0.78 3.89 -1.01  -0.822
34 S 0.25 2.63 -1.82  0.247
35 C 1.70 3.68 -2.18  -0.886
36 H -0.21 4.39 -0.23  0.219
37 H -1.62 3.36 -0.56  0.224
38 H -1.13 4.60 -1.75  0.305
39 H 1.42 4.43 -2.92  0.368
40 H 2.47 3.02 -2.59  0.259
41 H 2.05 4.14 -1.27  0.252

Computed properties:
HOMO energy (alpha / beta) = -0.0292 / -0.0590 Ha
total charge = -2
spin multiplicity = 3
expectation value of S² = 2.010
strongest force on any atom = 1.07 eV/Å
energy above the lowest of the compared OMol25 structures with the same formula, charge and spin = 0.205 eV
HOMO-LUMO gap (alpha / beta) = 5.36 / 6.14 eV

***

# 5
Here is a cluster of 2 separate species, CH4IN in total in a non-equilibrium geometry from the OMol25 dataset. Energies are from ωB97M-V with the def2-TZVPD basis set.

Last column: Mulliken charge in e.
Geometry (Å):
1 C -1.32 0.27 -0.26  -0.981
2 N 1.50 -0.77 0.51  -0.482
3 I 3.06 0.33 -0.03  0.171
4 H -1.51 -0.05 0.76  0.323
5 H -0.60 1.11 -0.29  0.350
6 H -1.66 -0.57 -0.95  0.317
7 H 0.53 -0.32 0.25  0.303

Computed properties:
HOMO energy (alpha / beta) = -0.3303 / -0.3434 Ha
strongest force on any atom = 2.69 eV/Å
energy above the lowest of the compared OMol25 structures with the same formula, charge and spin = 3.876 eV
HOMO-LUMO gap (alpha / beta) = 7.92 / 8.61 eV

***

Question: Among the records above, which one has the highest energy above the lowest of the compared OMol25 structures with the same formula, charge and spin?
Answer: C4H9NO2

***

Question: Which formula does entry 4 have?
Answer: C9H17N9O2PdSSe2

***

Question: What is the strongest force on any atom in the fifth record?
Answer: 2.69 eV/Å